{"formula": "C18H19ClN4O6", "method": "wB97M-V/def2-TZVPD", "species": ["C", "H", "Cl", "C", "H", "H", "C", "C", "N", "N", "N", "C", "H", "C", "O", "O", "H", "O", "C", "H", "C", "H", "H", "H", "H", "C", "C", "C", "C", "H", "H", "C", "O", "N", "H", "H", "O", "H", "C", "C", "C", "H", "C", "H", "H", "H", "C", "O"], "xyz": [[0.14803, 4.18952, -0.53663], [1.10557, 0.77923, 0.97070], [-1.78468, 4.62195, 1.29482], [1.02197, -0.22164, -2.30851], [-2.43400, -3.61628, 2.38270], [0.36451, -2.98871, -3.77598], [-1.70051, -2.85440, 2.09852], [-0.15577, 2.48015, 1.13097], [3.32402, -1.40736, 1.00593], [0.28355, -2.84110, -0.97871], [3.26977, 0.50442, -0.27951], [1.16867, 3.44570, -1.09856], [-4.26505, 0.35373, 3.91084], [-0.62262, -2.49468, -1.93022], [-1.82802, -2.58288, -1.80412], [1.04725, -1.16938, -3.25148], [1.27404, -2.63125, -1.16435], [-3.15349, -1.26923, 3.27201], [-2.21137, -0.37903, 1.45999], [-0.82410, -2.95470, 2.74916], [0.86125, 1.74368, 0.55257], [-0.67590, 2.10285, 1.99668], [-0.13520, 5.14070, -0.95927], [3.57041, 0.95954, 0.57018], [1.80909, 1.52966, -3.18496], [1.53516, 2.21569, -0.56556], [-3.04455, 0.59675, 2.06635], [3.01963, -0.83370, -0.18542], [0.02805, -2.94735, 0.40101], [-3.21728, 1.59615, 1.72338], [1.68694, 3.82998, -1.96554], [-0.50991, 3.69980, 0.58006], [2.63989, -1.50633, -1.13574], [-1.26224, -3.07840, 0.74281], [-1.94116, -2.94215, -0.00475], [-0.85000, -1.68081, -3.88045], [0.13503, -0.11610, -1.49945], [-1.62521, -0.25660, 0.57128], [2.16842, 0.74914, -2.50946], [2.65659, 1.42710, -1.22023], [-2.31601, -1.49530, 2.23648], [2.87502, -2.30405, 1.16145], [-3.58599, 0.00138, 3.16026], [2.98329, 0.21148, -2.99178], [3.44314, 2.13786, -1.51749], [3.44720, -0.83480, 1.82409], [-0.02968, -2.09574, -3.28273], [0.96066, -2.95181, 1.18325]], "atomic_forces_ev_per_a": [[-0.13, 0.04, 0.04], [0.02, -0.10, 0.05], [-0.19, 0.13, 0.10], [-0.07, 0.60, -0.17], [0.11, 0.07, 0.03], [-0.07, 0.11, 0.05], [0.04, -0.07, 0.40], [-0.02, 0.09, 0.01], [0.16, -0.10, 0.26], [0.41, -0.25, 0.21], [0.14, 0.24, 0.12], [0.05, -0.19, 0.10], [-0.10, -0.05, 0.14], [-0.01, -0.09, -0.32], [-0.18, 0.02, -0.17], [0.19, -0.21, -0.23], [-0.33, -0.02, 0.16], [0.08, -0.47, 0.19], [0.04, -0.59, 0.28], [-0.21, -0.05, -0.06], [0.08, 0.15, -0.04], [-0.07, -0.02, 0.09], [-0.04, 0.09, 0.00], [-0.04, -0.10, -0.05], [0.04, 0.00, 0.01], [0.09, 0.22, 0.14], [-0.30, -0.11, 0.51], [0.54, -0.05, 0.38], [-0.11, -0.21, -0.48], [-0.09, 0.25, -0.01], [0.07, 0.07, -0.11], [0.21, -0.12, -0.14], [0.13, -0.18, -0.20], [-0.52, 0.17, 0.01], [0.19, -0.06, 0.03], [0.13, -0.14, 0.19], [-0.05, 0.08, -0.17], [0.15, -0.08, -0.25], [0.08, -0.25, 0.15], [-0.19, 0.00, -0.26], [0.35, 0.24, -0.71], [-0.03, 0.14, -0.07], [-0.02, 0.78, -0.36], [-0.06, 0.09, -0.04], [-0.23, -0.14, 0.00], [-0.06, 0.01, -0.04], [-0.49, 0.06, -0.11], [0.30, 0.00, 0.34]], "e_lumo_ev": 0.49, "charge": 0, "smiles": "NC(=O)N[C@@H](CC(=O)OCC(=O)NC(=O)NCc1ccco1)c1ccc(Cl)cc1", "e_homo_ha": -0.3107, "homo_lumo_gap_ev": 8.946}